Molecular formula: C3H6N2S2
Method: DFT, ωB97M-V with the def2-TZVPD basis set

Results
HOMO-LUMO gap (spin up / spin down)   0.2805 / 0.2336 hartree
Multiplicity   1
HOMO energy (spin up / spin down)   -7.737 / -7.489 eV
Total charge   0
Energy above the lowest of the compared OMol25 structures with the same formula, charge and spin   371.86 kJ/mol

XYZ file:
```
13
Properties=species:S:1:pos:R:3:forces:R:3:mulliken_charge:R:1
C -1.319737 -0.603539 -0.412564 0.3 0.8 -0.4 -0.194
C 0.622845 -0.069972 1.127000 -1.9 2.7 0.2 0.559
C -0.876207 -0.166580 -1.789877 0.2 -1.2 -0.8 -0.880
N 1.797702 0.005988 1.746313 1.9 -4.6 -0.3 -0.479
N -0.182210 0.929059 0.970780 0.2 1.5 0.1 -0.320
S 0.129306 2.523092 1.198753 0.1 -0.5 -0.3 -0.240
S -0.252974 -1.486071 0.728258 -0.8 -1.5 -1.4 -0.217
H -2.413612 -0.595891 -0.390377 0.5 -0.5 1.1 0.447
H -1.781206 0.024825 -2.436986 1.1 -0.1 0.7 0.286
H -0.342539 -1.062509 -2.173524 -0.5 0.2 -0.3 0.289
H -0.108821 0.598879 -1.995976 -0.5 0.2 0.9 0.288
H 2.389383 0.781103 1.880884 -0.1 1.4 -0.2 0.226
H 2.338068 -0.878383 1.547314 -0.5 1.5 0.7 0.237
```
Positions in Å, forces in eV/Å.